Record 1
Computed, not measured: an isolated molecule of C6H14O in a non-equilibrium geometry, with wB97M-V/def2-TZVPD.

Atoms and positions in Å:
H1 -1.0793 -0.6545 -1.5926
O1 1.6327 -1.1627 -0.9950
H2 -2.2325 1.3817 -0.4459
H3 -0.8783 -2.2195 -0.8141
C1 2.5969 0.7645 0.1030
C2 1.3112 0.0875 -0.3769
H4 -1.4518 -1.0807 1.4400
H5 -2.4871 -1.4154 -0.8121
C3 -1.1426 -0.5355 0.5466
C4 -2.1938 0.8583 0.5332
C5 0.3065 -0.0515 0.7669
H6 -2.0326 1.6878 1.2721
H7 3.1139 0.1293 0.8317
H8 2.2223 -0.9627 -1.7388
H9 -0.3581 0.8302 0.8270
C6 -1.4092 -1.2658 -0.7441
H10 3.2896 0.9443 -0.7307
H11 2.3820 1.7298 0.5712
H12 0.7699 -0.2810 1.7414
H13 0.8344 0.7356 -1.1281
H14 -3.1943 0.4803 0.7453

Results
SMILES: CC(C)C[C@@H](C)O
Kohn-Sham gap: 10.44 eV
E_LUMO: 0.95 eV
Maximum force: 3.86 eV/A

Atomic partial charges in e from the Mulliken method, atoms 1 to 2:
1. H 0.26
2. O -0.54

---

Record 2
Computed, not measured: a 2-piece molecular cluster, C6H14O overall in a non-equilibrium geometry, with wB97M-V/def2-TZVPD.

Atoms and positions in Å:
H1 1.3037 -0.5515 1.4080
C1 1.0406 0.3176 0.8052
C2 -3.4972 0.7966 -0.7616
H2 1.9899 0.7497 0.4865
H3 -3.9457 0.4021 0.1534
H4 0.4451 0.5174 -1.3402
H5 1.0027 1.5299 2.5617
H6 -1.5647 1.8652 -0.4221
O1 4.5265 -3.6557 -1.1277
C3 -1.2073 -0.1598 -0.3738
C4 0.3825 1.3859 1.6720
H7 0.7377 -1.1023 -0.6878
C5 -1.9876 0.8815 -0.6293
C6 0.3054 -0.1237 -0.4733
H8 -3.7798 0.1501 -1.5850
H9 -3.8252 1.8305 -0.8725
H10 5.2411 -3.3104 -1.6732
H11 0.2788 2.3511 1.1766
H12 -0.5494 1.0179 2.1043
H13 -1.7118 -1.1067 -0.2045
H14 4.8148 -3.7854 -0.2167

Results
SMILES: C/C=C/CCC.O
Kohn-Sham gap: 9.77 eV
E_LUMO: 0.90 eV
Maximum force: 1.36 eV/A

Atomic partial charges in e from the Mulliken method, atoms 1 to 2:
1. H 0.33
2. C -0.29

---

Record 3
Computed, not measured: an isolated molecule of C6H14O in a non-equilibrium geometry, with wB97M-V/def2-TZVPD.

Atoms and positions in Å:
C1 -0.4633 0.3524 -0.4337
H1 1.7198 -1.2720 -1.2046
H2 -0.9969 -0.7737 2.1134
H3 1.2731 1.4964 -1.0097
H4 -0.1829 1.8552 -1.9481
C2 0.1842 -0.8216 0.2790
H5 -1.6662 2.1156 -0.1666
H6 2.3147 -0.3885 0.2055
H7 -1.9404 0.8718 1.0576
H8 1.9062 -2.1011 0.3317
H9 -0.4772 1.8572 1.1126
H10 0.4214 -1.8079 2.1707
C3 1.6170 -1.1573 -0.1288
H11 -2.1719 0.0016 -1.7802
H12 0.7161 0.3600 -2.2447
H13 -0.5287 -1.5872 -0.1814
C4 0.3900 1.0566 -1.4769
H14 0.6096 -0.0547 2.2692
C5 -1.1833 1.3591 0.4501
C6 0.0401 -0.8572 1.7984
O1 -1.5815 -0.5048 -1.2134

Results
SMILES: CC(C)C(C)(C)O
Kohn-Sham gap: 11.26 eV
E_LUMO: 0.95 eV
Maximum force: 2.47 eV/A

Atomic partial charges in e from the Mulliken method, atoms 1 to 2:
1. C 1.74
2. H 0.34

---

Record 4
Computed, not measured: a 2-piece molecular cluster, C6H14O overall, with wB97M-V/def2-TZVPD.

Atoms and positions in Å:
H1 1.5319 -1.1626 1.0802
C1 -0.4335 0.8268 1.6941
H2 -1.9555 -0.0269 0.4487
H3 -1.3992 0.9575 -3.9332
H4 2.0308 -2.6820 1.8577
H5 3.0378 -1.9706 0.5733
H6 -1.9130 1.7369 0.4329
O1 -1.3253 0.8977 -1.9168
H7 0.2287 1.6830 1.8338
C2 -1.2837 0.8383 0.4552
C3 -0.4300 -0.1482 2.5981
C4 2.0155 -2.1248 0.9185
H8 1.4567 -2.6964 0.1732
H9 -1.0679 -1.0241 2.4911
H10 0.2151 -0.1197 3.4722
H11 -0.0626 -0.0305 -3.2818
H12 0.2524 1.6764 -0.8334
H13 0.0387 1.7496 -3.2322
C5 -0.4492 0.8235 -0.8195
C6 -0.6466 0.8924 -3.1442
H14 0.1590 -0.0962 -0.8679

Results
SMILES: C=CCCOC.C
Kohn-Sham gap: 10.80 eV
E_LUMO: 1.04 eV
Maximum force: 0.31 eV/A

Atomic partial charges in e from the Mulliken method, atoms 1 to 2:
1. H 0.04
2. C -0.03

---

Record 5
Computed, not measured: C6H14O as an isolated structure in a non-equilibrium geometry, with wB97M-V/def2-TZVPD.

Atoms and positions in Å:
H1 -0.8701 -2.3117 0.0704
H2 0.1281 0.2412 -2.0789
C1 0.2231 -2.3138 0.0895
C2 0.8480 0.7094 -0.1225
H3 0.0568 -0.0050 0.6751
H4 -1.8677 0.9521 -1.3789
C3 -0.8334 1.4097 0.4553
C4 0.9474 0.5888 -1.4692
H5 1.9258 0.6541 -1.9257
H6 2.3015 1.9173 0.0964
H7 1.8520 -1.2712 1.1030
H8 0.5450 -3.3205 0.3739
H9 -2.2751 -0.1209 -0.0268
C5 0.7687 -1.2663 1.0170
H10 -2.9179 1.5211 -0.0726
H11 -0.5814 2.4393 0.2121
O1 1.8140 1.2968 0.6572
H12 0.3215 -1.2460 2.0129
H13 -0.9285 1.3413 1.5433
H14 0.5803 -2.1259 -0.9303
C6 -2.0383 0.9101 -0.3012

Results
Kohn-Sham gap: 7.94 eV
E_LUMO: 0.86 eV
Maximum force: 4.19 eV/A

Atomic partial charges in e from the Mulliken method, atoms 1 to 2:
1. H 0.23
2. H 0.26

---

Record 6
Computed, not measured: C6H14O as an isolated structure in a non-equilibrium geometry, with wB97M-V/def2-TZVPD.

Atoms and positions in Å:
H1 -0.5638 -0.9136 0.8149
H2 -1.8598 0.3536 -1.6096
H3 0.5573 0.6384 1.5118
C1 -2.4429 0.3991 1.0333
C2 -1.4124 -0.4633 0.3293
C3 0.2839 0.4097 0.4584
O1 1.8858 -1.3953 0.6005
H4 -2.1803 0.5894 2.0742
H5 -2.5359 1.3646 0.5043
H6 -0.0079 1.3003 -0.0647
C4 2.7189 0.6856 -0.3126
H7 1.2362 -0.5945 -1.2000
H8 2.4686 1.5762 -0.8983
H9 2.6349 -1.8338 0.1711
H10 -0.9943 -1.2105 -1.6692
H11 3.0669 0.9991 0.6785
H12 -3.4588 -0.0351 1.0313
H13 3.5609 0.1868 -0.8182
H14 -2.7184 -1.1516 -1.3097
C5 1.5163 -0.2653 -0.1888
C6 -1.7551 -0.6399 -1.1365

Results
Kohn-Sham gap: 9.11 eV
E_LUMO: 0.94 eV
Maximum force: 3.48 eV/A

Atomic partial charges in e from the Mulliken method, atoms 1 to 2:
1. H 0.49
2. H 0.28

---

Record 7
Computed, not measured: a 2-piece molecular cluster, C6H14O overall in a non-equilibrium geometry, with wB97M-V/def2-TZVPD.

Atoms and positions in Å:
H1 2.9061 -0.9557 1.2391
H2 1.5189 -0.8667 2.5016
H3 -2.2021 0.2028 1.1544
O1 -0.4364 -1.8839 -2.6150
H4 -1.0701 -0.9048 2.0672
C1 -0.1279 0.1749 0.5076
H5 -1.1745 -1.8429 -3.2514
C2 -1.1567 0.0030 1.5477
C3 -0.4765 2.6166 -0.1771
H6 -1.3601 2.7343 0.6114
H7 0.4689 2.9564 0.3189
H8 -0.8879 -1.6881 -1.7785
H9 1.8981 -2.3965 1.4141
H10 1.4780 -0.5976 -0.6022
H11 0.6368 1.1555 -1.1453
C4 -0.3446 1.1791 -0.6184
H12 -1.0616 0.8174 2.3218
C5 1.8531 -1.2797 1.4626
H13 -0.7121 3.3504 -0.9205
H14 -1.1459 0.8611 -1.2937
C6 0.9523 -0.6530 0.3247

Results
Total charge: +1
Kohn-Sham gap (spin up / spin down): 10.48 / 6.99 eV
Spin multiplicity: 2
E_LUMO (spin up / spin down): -4.55 / -8.04 eV
Maximum force: 4.46 eV/A
⟨S²⟩: 0.753

Atomic partial charges in e from the Mulliken method, atoms 1 to 2:
1. H 0.36
2. H 0.35

---

Record 8
Computed, not measured: a 3-piece molecular cluster, C6H14O2 overall in a non-equilibrium geometry, with wB97M-V/def2-TZVPD.

Atoms and positions in Å:
H1 -1.8282 2.0500 0.5465
H2 -2.2036 0.5069 1.4408
H3 -0.7731 -1.3715 -5.1358
H4 -1.3572 -0.9433 -0.0351
O1 3.0496 5.4188 3.6817
O2 -1.1566 -3.8574 4.8470
H5 0.9234 -1.8372 -5.2673
H6 -0.5985 -1.7482 -1.9162
H7 -0.5714 1.3890 1.4860
C1 -0.3172 0.3496 -1.3313
H8 3.1336 4.4823 3.8965
H9 2.2446 5.4927 3.1620
C2 -1.0216 0.0828 -0.2461
H10 -1.1031 -3.4379 3.9833
C3 0.1433 -1.7260 -4.5237
H11 0.9326 0.2121 -3.7570
H12 -1.1652 -4.8066 4.6983
H13 0.1163 -2.7667 -4.1052
C4 -0.0405 -0.8038 -2.2286
C5 -1.4296 1.0250 0.8676
H14 -0.0205 1.3336 -1.6326
C6 0.4617 -0.7574 -3.4496

Results
SMILES: C/C=C/C=C/C.O.O
Kohn-Sham gap: 9.01 eV
E_LUMO: 0.58 eV
Maximum force: 1.99 eV/A

Atomic partial charges in e from the Mulliken method, atoms 1 to 2:
1. H 0.28
2. H 0.30

---

Record 9
Computed, not measured: an isolated molecule of C6H14O2 in a non-equilibrium geometry, with wB97M-V/def2-TZVPD.

Atoms and positions in Å:
H1 -1.2399 2.0215 1.8677
H2 -0.0601 0.8825 2.4650
O1 -1.3916 0.8149 -0.8694
H3 -2.4001 0.1132 3.0463
H4 -0.8524 -1.5243 0.0139
H5 1.3358 -0.0539 0.8775
C1 1.6007 0.1539 -1.3992
O2 0.1079 -1.4318 0.0221
H6 -1.6454 -1.0276 1.9576
H7 2.4935 0.5846 -0.9453
C2 1.9347 -1.0964 -2.1859
C3 0.6021 -0.1391 0.0792
H8 1.2161 0.9214 -2.0734
H9 -1.8093 -0.0352 -0.6694
C4 -0.8869 0.9946 1.7613
H10 1.0254 -1.5211 -2.6134
C5 -1.9996 0.0012 2.0346
C6 -0.3341 0.9763 -0.0140
H11 -2.8388 0.1481 1.3523
H12 2.3918 -1.8415 -1.5343
H13 2.6335 -0.8942 -3.0013
H14 0.1169 1.9529 -0.1718

Results
SMILES: CC[C@H](O)[C@@H](O)CC
Kohn-Sham gap: 9.14 eV
E_LUMO: 0.64 eV
Maximum force: 5.95 eV/A

Atomic partial charges in e from the Mulliken method, atoms 1 to 2:
1. H 0.35
2. H 0.39

---

Record 10
Computed, not measured: a 3-piece molecular cluster, C6H14O2 overall in a non-equilibrium geometry, with wB97M-V/def2-TZVPD.

Atoms and positions in Å:
C1 0.5760 0.1545 -1.2391
H1 0.7549 2.2942 2.1290
C2 -1.9972 -0.4545 -0.9474
H2 2.3761 -0.5688 -2.3097
C3 -2.2729 0.2555 0.1753
H3 -2.7220 -1.1221 -1.5217
C4 -0.6925 -0.3926 -1.8316
C5 1.8306 -0.6265 -1.3589
C6 0.7154 1.3123 -0.4641
H4 0.7953 -2.3244 2.7415
H5 -0.0666 2.0023 -0.5388
O1 0.7295 -1.3098 2.6733
H6 -3.1552 0.1301 0.6890
H7 -0.5365 -1.4765 -1.9495
H8 -0.2572 -1.2784 2.5990
H9 1.9082 -1.7286 -1.2056
H10 0.0553 0.8418 2.3097
H11 1.5403 1.7231 0.0436
H12 -0.9237 0.1213 -2.8373
O2 0.2961 1.6457 2.7063
H13 2.5331 -0.1862 -0.6033
H14 -1.4872 0.9875 0.7401

Results
SMILES: C=CCC(=C)C.O.O
Kohn-Sham gap: 9.75 eV
E_LUMO: 0.64 eV
Maximum force: 4.50 eV/A

Atomic partial charges in e from the Mulliken method, atoms 1 to 2:
1. C 1.07
2. H 0.32

---

Record 11
Computed, not measured: a 3-piece molecular cluster, C6H14O2 overall in a non-equilibrium geometry, with wB97M-V/def2-TZVPD.

Atoms and positions in Å:
C1 -2.2746 0.3210 -2.2389
C2 -0.9021 -0.8421 1.0182
H1 0.2646 0.8609 -1.6502
O1 -1.4440 -0.0863 -3.0826
H2 2.7158 0.0753 -0.6045
H3 2.6857 0.8682 1.3467
C3 0.5449 0.4076 -0.6967
H4 -1.7226 -1.5713 1.1682
H5 -2.7576 0.7457 -0.1818
H6 -3.0232 0.9764 -2.7001
H7 -1.1412 -0.0210 1.7317
H8 1.7211 -1.2698 -0.0057
H9 1.3148 1.4711 3.3006
C4 1.7525 -0.4551 -0.7536
H10 -0.7749 -1.2871 -1.0265
H11 0.6323 1.1544 0.0781
H12 1.9713 -0.9950 -1.6689
C5 -0.7975 -0.3501 -0.4070
H13 0.0012 -1.2522 1.4606
C6 -1.9920 0.3836 -0.8675
O2 1.2151 0.5168 3.1958
H14 2.0103 0.3490 2.5842

Results
Kohn-Sham gap: 2.81 eV
E_LUMO: -4.38 eV
Maximum force: 4.05 eV/A

Atomic partial charges in e from the Mulliken method, atoms 1 to 2:
1. C -0.19
2. C -1.54

---

Record 12
Computed, not measured: a 3-piece molecular cluster, C6H14O2 overall in a non-equilibrium geometry, with wB97M-V/def2-TZVPD.

Atoms and positions in Å:
H1 1.8138 2.3624 1.3255
H2 -0.5604 -0.2412 -1.6579
H3 2.8597 1.2281 0.5373
H4 1.7978 -1.6743 0.9150
O1 -0.2287 1.8980 -1.4473
C1 1.2600 -0.9230 0.2916
C2 -0.1234 -1.4848 0.0090
H5 -1.8582 -2.4746 1.0225
H6 -1.3493 1.7391 -0.0185
H7 0.2312 -1.7297 -2.0284
C3 -0.8487 -2.0041 1.0324
H8 0.4363 1.2438 -1.2541
C4 1.9230 1.3613 0.9224
H9 -0.2659 -2.1312 2.0977
C5 1.0201 0.3872 1.0172
H10 -0.2667 2.1233 -2.3465
H11 -1.5774 -1.5931 -1.5133
H12 0.0605 0.5534 1.4730
O2 -1.9664 1.1876 0.3440
C6 -0.5515 -1.2669 -1.4510
H13 -1.6736 0.3072 -0.0506
H14 1.8363 -0.8165 -0.6047

Results
SMILES: C=CCC(=C)C.O.O
Kohn-Sham gap: 10.04 eV
E_LUMO: 0.58 eV
Maximum force: 4.87 eV/A

Atomic partial charges in e from the Mulliken method, atoms 1 to 2:
1. H 0.26
2. H 0.40